1.
C17H45BrF2N2O19P5 | ωB97M-V/def2-TZVPD

calculated total energy = -6694.03318 hartree
LUMO level = -4.7 eV
orbital gap = 7.2679 eV
maximum force = 6.89 eV Å⁻¹
highest occupied orbital energy = -11.931 eV

The geometry in ORCA input format:
```
! wB97M-V def2-TZVPD RIJCOSX def2/J DEFGRID3
* xyz 1 1
Br 2.00178 -0.09610 2.25295
P -0.38878 -4.22569 -1.73181
P -4.98906 2.73909 -4.84299
P 5.90987 -2.81811 0.57786
P -2.48288 1.64750 6.66285
P 0.04627 0.76347 -1.87574
F -0.52757 0.76101 0.71162
F -3.00941 1.27272 1.13972
O -0.48875 1.77754 -2.77719
O 0.39257 -5.64088 -1.83128
O 5.57666 -1.25453 0.86026
O 6.28839 -2.44262 -0.94509
O -5.26890 1.71412 -6.08232
O -0.25284 -2.69406 -1.21733
O -3.47951 1.63417 7.91199
O -6.33651 2.99524 -4.30894
O -0.04381 -3.74376 -3.23061
O 6.87451 -4.14949 0.58928
O 4.57903 -3.46463 0.71866
O -3.09057 3.42597 1.55033
O -1.30186 2.51750 5.92281
O -3.66583 2.15690 5.69448
O -1.79536 -4.60181 -1.52804
O -0.17196 3.89063 -0.34190
O -2.06776 0.25460 6.41970
O -3.96200 3.12223 -3.65000
O -4.39212 3.92330 -5.74659
N -2.09148 2.67403 -0.42519
N 0.12838 1.57487 -0.18513
C -0.50280 -4.55400 -4.31636
C 6.09731 -3.42906 -1.95621
C -0.60356 -2.41693 0.15042
C -0.70882 2.85688 -0.31135
C 3.84935 1.40622 0.75366
C -5.22545 4.48250 -6.76436
C 8.26281 -3.99668 0.97136
C -3.55072 1.87214 4.30796
C -4.13050 2.42874 -2.40678
C 5.00315 -0.93861 2.14174
C -2.97815 1.08761 9.15170
C -4.19777 0.84437 -6.50984
C -1.08625 3.87155 6.37826
C -2.76078 2.54543 0.84529
C 1.80448 -5.63683 -1.49471
C 2.43482 0.78742 0.57510
C 1.50967 1.96087 0.27087
H -2.95787 0.00190 9.09116
H 8.77208 -3.30199 0.29937
H -1.68612 -2.39477 0.27038
H 8.73423 -4.97207 0.90009
H 2.19035 -6.64237 -1.62660
H 5.09066 0.13701 2.28224
H -1.38244 -5.13439 -4.04038
H 1.94176 -5.33394 -0.45753
H -4.99587 2.83001 -1.87409
H -0.29058 4.30350 5.77725
H 0.29276 -5.22629 -4.63640
H -4.56286 0.25658 -7.34650
H 5.32423 -4.14541 -1.67783
H -0.78082 3.88225 7.42452
H -0.19532 -1.43933 0.37889
H 8.34168 -3.64132 1.99818
H 2.34705 -4.95325 -2.15181
H 3.72448 2.37482 1.24269
H -3.11422 2.72381 3.79172
H -0.75822 -3.89223 -5.14071
H 1.32922 0.27948 -2.16979
H -3.33324 1.42950 -6.83269
H -1.98369 1.46475 9.38356
H 5.79663 -2.91577 -2.86726
H -3.66057 1.39224 9.93991
H -2.94035 0.98417 4.13080
H -6.28247 4.36358 -6.52883
H -3.22039 2.59318 -1.80610
H 4.39537 0.76682 1.44043
H 3.95174 -1.22179 2.15486
H -0.17006 -3.14059 0.83750
H -5.00838 4.00768 -7.72119
H -4.25658 1.35544 -2.55246
H -0.83053 -0.30799 -1.65241
H -4.99457 5.54244 -6.83587
H -4.54954 1.69568 3.91312
H 7.03239 -3.95688 -2.14198
H 2.51503 0.06229 -0.23386
H 1.95370 2.50796 -0.56560
H -3.90668 0.16884 -5.70484
H -1.99270 4.46867 6.25379
H -2.45219 3.47908 -0.93083
H 5.52782 -1.43757 2.95389
H 1.46298 2.60404 1.14713
H 4.37479 1.49736 -0.19497
*
```

---

2.
C14H37Cl10O10P | ωB97M-V/def2-TZVPD

calculated total energy = -6251.27833 hartree
LUMO level = 0.3 eV
orbital gap = 10.1624 eV
maximum force = 2.61 eV Å⁻¹
highest occupied orbital energy = -9.906 eV

The geometry in ORCA input format:
```
! wB97M-V def2-TZVPD RIJCOSX def2/J DEFGRID3
* xyz 0 1
Cl 3.71765 3.97879 0.38246
Cl -1.27851 0.35633 -1.56109
Cl 2.54391 6.50566 -0.41953
Cl 3.20491 -5.28483 -0.23259
Cl -3.39116 2.03094 1.37784
Cl -1.96073 4.48469 0.63632
Cl 0.80169 1.71651 0.12979
Cl -4.90866 -3.37080 2.24991
Cl 2.23278 -2.50004 -0.33404
Cl -3.07441 -1.37737 1.38059
P 5.67666 0.35369 -1.23909
O -0.32527 -4.70913 -1.49325
O 5.65405 1.13313 -2.63051
O -4.76066 -0.72819 -1.89138
O 5.91540 -1.11412 -1.40856
O 6.70173 1.15874 -0.31173
O -0.23696 0.45749 4.62769
O -2.38095 -1.18786 5.97894
O -5.75394 1.13116 -3.88684
O 4.24986 0.76905 -0.63748
O -3.12098 -4.49698 -1.00305
C -4.89316 0.69319 -1.62966
C 8.08959 1.23041 -0.66378
C -4.79290 -1.75878 1.56902
C -2.95649 3.14676 0.03508
C 5.29616 2.48269 -2.74908
C 3.49836 -3.67657 -0.93592
C 3.88377 0.56042 0.74157
C -1.28285 -0.24973 4.02197
C 2.26934 4.98462 0.46925
C -2.37341 -3.42140 -1.53424
C -2.58591 -0.33812 4.88927
C -0.87053 -3.43760 -1.13358
C -0.34388 0.35941 -0.04014
C -6.08933 1.18651 -2.53865
H 4.50655 -3.34559 -0.68669
H 5.01226 2.93484 -1.79879
H -0.78957 -3.31781 -0.05321
H 2.87378 0.16330 0.84312
H 4.48032 2.60074 -3.46222
H -3.89173 1.06923 -1.83904
H -5.69855 0.21537 -4.16945
H -5.12348 -1.78432 0.53068
H 6.14309 3.09324 -3.06217
H 8.67265 0.79060 0.14536
H -1.03075 0.40648 0.80490
H -4.49082 -0.87565 -2.80080
H -2.44322 2.67146 -0.80082
H 8.40506 0.71998 -1.57375
H -0.87816 -5.46538 -1.28349
H -5.03714 0.92539 -0.57446
H -2.46551 -3.40512 -2.62022
H -2.84342 -2.51237 -1.15894
H -5.36082 -1.01249 2.12457
H -2.98578 -5.32367 -1.47200
H 8.43760 2.25918 -0.75655
H 3.95191 1.46820 1.34107
H -1.50309 -0.97240 6.30226
H -0.34622 -2.62656 -1.63895
H -2.81554 0.66157 5.25806
H 2.05526 5.16930 1.52194
H 4.52501 -0.18994 1.20402
H -3.91908 3.47750 -0.35497
H 0.18729 -0.13428 5.25332
H -6.23572 2.19942 -2.16358
H 3.45092 -3.73451 -2.02335
H -6.99820 0.61037 -2.36506
H -0.95135 -1.25403 3.75814
H -3.43317 -0.72443 4.32269
H -1.57379 0.20145 3.07335
H 0.31313 -0.50958 -0.00410
H 1.44507 4.48174 -0.03650
*
```

---

3.
C5H7NO | ωB97M-V/def2-TZVPD

calculated total energy = -324.71162 hartree
LUMO level = 0.9 eV
orbital gap = 10.2682 eV
maximum force = 0.42 eV Å⁻¹
highest occupied orbital energy = -9.386 eV

The geometry in ORCA input format:
```
! wB97M-V def2-TZVPD RIJCOSX def2/J DEFGRID3
* xyz 0 1
O 1.18066 2.04884 0.94892
N -0.45787 1.24235 -0.43831
C -0.76930 -1.16318 -0.10306
C 1.48877 -0.14678 0.01042
C 0.54890 -1.32148 -0.01474
C 0.74414 1.15018 0.26256
C -1.43085 0.18864 -0.13685
H -1.87737 0.36866 0.85683
H -1.43006 -2.02502 -0.09476
H 2.27183 -0.25009 0.76732
H 0.98669 -2.31492 0.05852
H 1.99209 -0.05353 -0.96328
H -2.24486 0.22157 -0.87277
H -0.84004 2.17546 -0.32639
*
```